The following is a quantum chemistry calculation of a molecular structure, C17H19IrN6O5S2 at a distorted geometry, from OMol25.

The energy comes out at -2264.700107 a.u. The value obtained for the HOMO energy is -8.523 eV. The spin multiplicity is 1. Its LUMO energy is -1.2846 eV. The calculation puts the gap between HOMO and LUMO at 7.2384 eV.

Geometry (Å):
Ir1 -0.228 1.586 1.096
O1 2.184 0.351 3.474
S1 1.629 1.535 2.865
O2 2.096 2.787 3.416
O3 0.084 1.524 3.019
O4 1.819 1.511 1.371
N1 -0.102 3.210 -2.753
C1 -0.094 1.912 -3.204
C2 -0.030 1.378 -4.472
C3 -0.034 -0.018 -4.578
C4 -0.099 -0.831 -3.454
C5 -0.172 -0.299 -2.174
C6 -0.169 1.091 -2.046
N2 -0.219 1.871 -0.936
C7 -0.159 3.191 -1.378
C8 -0.118 4.270 -0.503
C9 -0.016 5.655 -0.744
S2 0.122 6.507 0.749
C10 0.001 5.003 1.600
N3 -0.128 3.984 0.840
H1 -0.001 4.037 -3.311
H2 0.026 2.004 -5.349
H3 0.021 -0.465 -5.559
H4 -0.087 -1.903 -3.580
H5 -0.222 -0.924 -1.298
H6 -0.003 6.171 -1.678
H7 0.045 4.950 2.671
N4 -3.351 1.763 0.999
C11 -2.204 1.686 1.008
C12 2.363 -1.915 1.211
N5 1.141 -2.681 1.092
C13 1.213 -4.116 1.250
C14 -0.013 -4.764 0.621
C15 -1.260 -4.127 1.219
N6 -1.194 -2.689 1.082
C16 -2.434 -1.948 1.166
C17 -0.029 -2.001 1.231
O5 -0.022 -0.780 1.397
H8 3.159 -2.434 0.678
H9 2.649 -1.747 2.254
H10 2.209 -0.929 0.775
H11 1.277 -4.380 2.316
H12 2.125 -4.464 0.756
H13 -0.010 -5.838 0.810
H14 -0.002 -4.598 -0.457
H15 -1.349 -4.402 2.280
H16 -2.154 -4.478 0.696
H17 -3.186 -2.447 0.556
H18 -2.275 -0.941 0.783
H19 -2.793 -1.860 2.194